{
  "formula": "C21H26N",
  "method": "the ωB97M-V functional and the def2-TZVPD basis",
  "symbols": ["C", "C", "C", "C", "C", "C", "N", "C", "C", "C", "C", "C", "C", "H", "H", "H", "H", "H", "H", "H", "H", "H", "H", "H", "H", "H", "H", "H", "C", "C", "C", "C", "C", "C", "C", "C", "C", "H", "H", "H", "H", "H", "H", "H", "H", "H", "H", "H"],
  "xyz": [[4.397, -0.317, 1.904], [3.932, 1.003, 1.807], [2.586, 1.279, 1.997], [1.665, 0.232, 2.246], [0.269, 0.564, 2.376], [-0.765, -0.330, 2.188], [-2.052, 0.012, 2.022], [-3.089, -0.993, 1.854], [-4.415, -0.224, 1.897], [-4.062, 1.271, 1.917], [-2.524, 1.383, 1.912], [2.142, -1.102, 2.321], [3.502, -1.365, 2.160], [5.455, -0.532, 1.759], [4.622, 1.817, 1.582], [2.197, 2.301, 1.930], [0.040, 1.628, 2.493], [-0.560, -1.407, 2.141], [-2.965, -1.520, 0.891], [-3.029, -1.758, 2.646], [-5.020, -0.490, 1.027], [-4.965, -0.517, 2.795], [-4.477, 1.787, 1.049], [-4.457, 1.747, 2.819], [-2.178, 2.025, 2.740], [-2.178, 1.872, 0.981], [1.420, -1.904, 2.503], [3.875, -2.389, 2.228], [-0.815, 1.090, 5.463], [0.614, 0.755, 5.690], [0.944, -0.682, 5.820], [1.590, 1.769, 5.815], [2.910, 1.525, 6.328], [3.779, 2.575, 6.603], [3.413, 3.901, 6.317], [2.166, 4.165, 5.734], [1.274, 3.129, 5.486], [-1.108, 2.054, 5.895], [-1.037, 1.122, 4.389], [-1.464, 0.304, 5.872], [1.819, -0.872, 6.451], [0.084, -1.210, 6.255], [1.133, -1.141, 4.836], [3.217, 0.502, 6.559], [4.757, 2.367, 7.041], [4.095, 4.722, 6.542], [1.886, 5.188, 5.468], [0.301, 3.354, 5.038]],
  "gap_ev": 4.151,
  "relative_energy_kj_mol": 289.86,
  "charge": 1,
  "homo_energy_ev": -9.69
}



{
  "formula": "C6H13FN5",
  "method": "the ωB97M-V functional and the def2-TZVPD basis",
  "symbols": ["C", "C", "C", "C", "N", "N", "C", "N", "N", "C", "N", "F", "H", "H", "H", "H", "H", "H", "H", "H", "H", "H", "H", "H", "H"],
  "xyz": [[2.342, -0.429, 0.141], [1.022, 0.385, -0.107], [0.852, 0.806, -1.624], [-0.174, -0.346, 0.511], [-0.012, -0.646, 2.052], [-1.270, 0.537, 0.295], [-2.567, 0.192, 0.127], [-3.572, 1.017, 0.028], [-2.869, -1.082, -0.173], [-1.868, -1.975, -0.276], [-0.614, -1.598, -0.067], [0.329, -2.597, -0.264], [2.451, -1.350, -0.415], [2.556, -0.762, 1.098], [3.057, 0.325, -0.368], [1.043, 1.392, 0.428], [0.806, 0.068, -2.341], [1.705, 1.281, -1.922], [0.002, 1.496, -1.684], [-0.127, -1.647, 2.359], [0.962, -0.419, 2.397], [-0.915, 1.384, 0.765], [-4.557, 0.612, -0.152], [-3.642, 2.009, 0.148], [-2.102, -2.980, -0.285]],
  "smiles": "CC(C)[C@@]1(N)NC(=[NH2+])N=CN1F",
  "gap_ev": 9.680,
  "relative_energy_kj_mol": 84.66,
  "charge": 1,
  "homo_energy_ev": -13.70
}



{
  "formula": "C15H17ClIN2O2",
  "method": "the ωB97M-V functional and the def2-TZVPD basis",
  "symbols": ["C", "N", "C", "C", "C", "I", "C", "C", "C", "C", "C", "Cl", "H", "H", "H", "H", "H", "H", "H", "H", "H", "H", "H", "H", "C", "C", "C", "C", "C", "C", "N", "O", "O", "H", "H", "H", "H", "H"],
  "xyz": [[2.392, -1.367, 2.951], [1.948, -0.014, 2.507], [2.947, 1.052, 2.606], [2.690, 2.509, 2.171], [1.293, 2.866, 1.585], [0.693, 4.843, 0.909], [0.241, 1.695, 1.505], [0.602, 0.242, 1.994], [-0.531, -0.896, 1.896], [-1.886, -0.334, 2.567], [-2.913, 0.348, 1.538], [-4.676, -0.017, 2.013], [2.862, -1.914, 2.045], [3.252, -1.264, 3.715], [1.583, -2.002, 3.438], [3.984, 0.809, 3.025], [3.487, 3.318, 2.262], [-0.779, 1.962, 1.062], [-0.675, -1.266, 0.810], [-0.253, -1.849, 2.491], [-2.403, -1.169, 3.156], [-1.580, 0.489, 3.321], [-2.768, 0.059, 0.445], [-2.797, 1.491, 1.644], [-0.905, -1.080, -5.499], [-1.531, -0.015, -4.856], [-1.227, 0.275, -3.531], [-0.288, -0.508, -2.858], [0.336, -1.581, -3.494], [0.023, -1.864, -4.819], [0.054, -0.193, -1.471], [-0.528, 0.746, -0.937], [0.905, -0.880, -0.921], [-1.142, -1.299, -6.536], [-2.254, 0.592, -5.391], [-1.721, 1.107, -3.042], [1.063, -2.198, -2.977], [0.504, -2.694, -5.324]],
  "gap_ev": 8.211,
  "charge": 1,
  "homo_energy_ev": -12.50
}



{
  "formula": "C44H72BIrN4O4",
  "method": "the ωB97M-V functional and the def2-TZVPD basis",
  "symbols": ["Ir", "C", "N", "C", "C", "C", "N", "C", "C", "C", "C", "C", "C", "C", "O", "C", "C", "C", "C", "C", "C", "C", "C", "C", "C", "C", "C", "C", "C", "C", "O", "C", "C", "C", "C", "C", "C", "C", "C", "H", "H", "H", "H", "H", "H", "H", "H", "H", "H", "H", "H", "H", "H", "H", "H", "H", "H", "H", "H", "H", "H", "H", "H", "H", "H", "H", "H", "H", "H", "H", "H", "H", "H", "H", "H", "H", "H", "H", "H", "H", "H", "H", "H", "H", "H", "H", "H", "H", "H", "H", "H", "H", "H", "C", "C", "C", "O", "B", "O", "C", "C", "C", "H", "H", "H", "H", "H", "H", "H", "H", "H", "H", "H", "H", "C", "C", "N", "C", "C", "N", "H", "H", "H", "H", "H", "H"],
  "xyz": [[-0.339, -1.526, -0.611], [-1.471, -3.742, -2.364], [-0.226, -3.402, -1.647], [0.089, -4.537, -0.748], [0.906, -3.295, -2.614], [1.054, -1.944, -3.305], [1.208, -0.863, -2.312], [2.618, -0.922, -1.861], [2.919, -0.377, -0.506], [3.922, 0.565, -0.378], [4.421, 0.921, 0.867], [3.873, 0.264, 1.959], [2.833, -0.668, 1.885], [2.328, -0.999, 0.608], [1.395, -1.946, 0.403], [2.255, -1.242, 3.181], [0.921, -0.531, 3.437], [3.142, -0.974, 4.402], [2.084, -2.765, 3.084], [5.546, 1.947, 0.984], [5.877, 2.282, 2.439], [6.813, 1.395, 0.317], [5.134, 3.248, 0.279], [0.904, 0.528, -2.751], [-0.515, 0.963, -2.369], [-1.330, 1.944, -3.283], [-1.617, 3.315, -2.765], [-1.532, 3.502, -1.445], [-1.137, 2.490, -0.452], [-0.602, 1.317, -0.868], [-0.052, 0.423, -0.062], [-1.307, 2.930, 1.009], [-2.785, 3.265, 1.260], [-0.464, 4.189, 1.279], [-0.897, 1.872, 2.035], [-1.941, 4.414, -3.768], [-2.906, 3.895, -4.844], [-0.639, 4.864, -4.449], [-2.590, 5.627, -3.097], [-1.365, -4.720, -2.845], [-1.685, -2.992, -3.123], [-2.292, -3.758, -1.651], [0.288, -5.440, -1.337], [-0.770, -4.713, -0.112], [0.949, -4.274, -0.136], [0.796, -4.083, -3.368], [1.808, -3.514, -2.046], [0.223, -1.761, -3.978], [1.945, -2.001, -3.948], [3.239, -0.420, -2.616], [2.923, -1.969, -1.852], [4.334, 1.004, -1.283], [4.255, 0.510, 2.937], [1.105, 0.538, 3.574], [0.449, -0.914, 4.347], [0.234, -0.662, 2.608], [3.271, 0.091, 4.599], [4.130, -1.432, 4.303], [2.659, -1.409, 5.280], [1.390, -3.033, 2.295], [1.705, -3.153, 4.036], [3.050, -3.239, 2.890], [6.253, 1.411, 2.979], [5.003, 2.664, 2.970], [6.652, 3.051, 2.469], [7.145, 0.484, 0.818], [7.623, 2.128, 0.363], [6.634, 1.154, -0.732], [4.208, 3.640, 0.704], [4.971, 3.092, -0.788], [5.914, 4.005, 0.391], [1.062, 0.626, -3.835], [1.624, 1.175, -2.251], [-0.894, 1.983, -4.286], [-1.755, 4.485, -1.051], [-3.181, 3.970, 0.525], [-2.909, 3.706, 2.252], [-3.386, 2.358, 1.221], [-0.866, 5.080, 0.792], [0.562, 4.045, 0.934], [-0.435, 4.392, 2.352], [-1.431, 0.932, 1.886], [-1.123, 2.249, 3.037], [0.164, 1.647, 1.974], [-2.484, 3.065, -5.413], [-3.140, 4.692, -5.553], [-3.847, 3.559, -4.399], [-0.170, 4.039, -4.991], [0.072, 5.225, -3.705], [-0.832, 5.666, -5.166], [-3.440, 5.329, -2.480], [-2.945, 6.326, -3.856], [-1.883, 6.164, -2.463], [-1.796, -3.300, 4.234], [-1.800, -3.674, 2.761], [-1.282, -5.103, 2.621], [-0.898, -2.800, 2.072], [-1.411, -2.407, 0.841], [-2.720, -2.928, 0.732], [-3.149, -3.420, 2.022], [-3.980, -2.328, 2.686], [-4.005, -4.656, 1.810], [-0.812, -3.512, 4.653], [-2.536, -3.882, 4.789], [-1.999, -2.240, 4.376], [-0.259, -5.137, 2.995], [-1.275, -5.435, 1.586], [-1.887, -5.806, 3.196], [-3.402, -1.408, 2.800], [-4.330, -2.639, 3.671], [-4.856, -2.115, 2.073], [-3.493, -5.391, 1.191], [-4.935, -4.379, 1.313], [-4.258, -5.121, 2.765], [-4.142, -0.378, -0.238], [-3.185, -0.119, -1.342], [-2.102, -0.789, -1.603], [-1.532, -0.132, -2.762], [-2.503, 0.909, -3.309], [-3.457, 0.889, -2.216], [-3.646, -0.908, 0.564], [-4.945, -1.015, -0.618], [-4.578, 0.552, 0.118], [-1.194, -0.853, -3.489], [-2.982, 0.743, -4.276], [-4.346, 1.355, -2.222]],
  "gap_ev": 6.661,
  "relative_energy_kj_mol": 125.07,
  "charge": 0,
  "homo_energy_ev": -6.57
}